An isolated molecule of C4H5N5S, computed with ωB97M-V/def2-TZVPD.

CARTESIAN COORDINATES (ANGSTROEM)
C: 2.146 -1.172 -0.717
S: 0.799 -1.987 0.230
C: -0.291 -0.657 0.531
N: -1.587 -0.590 0.388
N: -1.954 0.768 0.512
C: -0.861 1.460 0.869
N: -0.426 2.682 1.262
C: 0.886 2.371 1.472
N: 1.248 1.191 1.344
N: 0.171 0.618 0.744
H: 3.014 -1.320 -0.023
H: 2.255 -1.689 -1.726
H: 1.990 -0.065 -0.828
H: -0.951 3.162 1.949
H: 1.499 3.165 1.930

As for the total energy: -22512.0546 eV. For the LUMO energy, the calculation gives 0.5 eV. The calculation puts the gap between HOMO and LUMO at 8.87 eV. The value obtained for the energy relative to the best compared isomer or geometry (same formula, charge and spin) is 0.176 eV. The value obtained for the HOMO energy is -0.30884 Eh. Its SMILES is CSc1nnc2[nH]cnn12.

***

A cluster of 2 separate species, C4H5NO in total, computed with ωB97M-V/def2-TZVPD.

CARTESIAN COORDINATES (ANGSTROEM)
N: -0.427 2.975 0.458
C: -0.531 1.882 0.122
C: -0.615 0.528 -0.383
C: 0.714 -0.203 -0.424
C: 0.843 -1.143 0.630
O: -1.396 -0.273 0.487
H: -1.060 0.662 -1.374
H: -1.017 -1.352 -0.749
H: 1.579 0.263 -0.834
H: 1.531 -1.977 0.558
H: 0.338 -1.241 1.580

As for the total energy: -7759.8539 eV. For the LUMO energy, the calculation gives -1.5 eV. The calculation puts the gap between HOMO and LUMO at 8.53 eV. The value obtained for the energy relative to the best compared isomer or geometry (same formula, charge and spin) is 6.673 eV. The value obtained for the HOMO energy is -0.37013 Eh.